1.
Here is a molecular structure, C32H51Cl2PTi from OMol25. Energies are from wB97M-V/def2-TZVPD.

The geometry in XYZ format:
```
87
Properties=species:S:1:pos:R:3:forces:R:3:mulliken_spin:R:1
Ti -0.0338 0.2878 3.6131 0.5 -0.8 -1.2 0.044
Cl 2.0588 -0.0007 2.7444 0.8 0.2 0.1 0.009
Cl -2.9453 3.7302 1.3357 -1.1 0.1 -0.2 0.000
P 0.2458 -0.1877 -0.5332 0.6 -0.2 0.5 0.001
C 0.7991 3.2994 2.4795 -0.2 0.2 0.7 -0.004
C -1.0157 5.3864 2.2355 0.2 0.0 0.1 0.000
C 2.9026 -0.8387 -1.1787 0.0 -0.1 -0.1 0.001
C 2.1282 -2.6257 -3.4069 -0.1 0.1 -0.1 0.001
C 1.7184 2.2661 -0.5401 0.0 0.1 0.2 0.002
C 1.1906 4.6027 2.7871 0.3 -0.1 -0.3 -0.002
C -1.9872 -0.1076 -2.3880 -0.2 -0.3 -0.3 -0.003
C 0.2816 5.6522 2.7019 -0.4 -0.4 -0.2 0.000
C -1.2078 -2.5663 1.8017 -3.1 -3.6 -3.9 0.447
C -1.6912 -4.5597 3.2760 -0.3 0.8 -0.4 0.064
C 1.2264 -1.4871 -2.9288 0.3 -0.2 -0.2 -0.002
C -0.5469 2.9649 2.2605 -0.7 1.1 -0.7 -0.002
C 0.3682 1.6647 4.8312 -0.3 -1.0 0.4 0.003
C 1.5024 4.1098 -2.2923 0.3 -0.1 -0.1 0.000
C 0.5612 3.1887 -3.0834 -0.1 0.1 0.0 0.000
C -1.0985 1.5819 2.3239 0.7 -0.5 0.6 -0.004
C -0.9887 -2.1769 4.2158 -0.3 -1.0 0.0 0.088
C 0.5421 1.5467 -1.2194 -0.3 -0.8 -0.2 0.004
C -1.4074 4.0660 1.9901 1.8 -0.1 0.7 0.002
C 0.7305 1.7080 -2.7264 -0.1 0.5 -0.2 -0.001
C -0.6340 -1.8553 2.7449 3.2 5.5 5.5 0.155
C -3.5805 -2.0929 -2.6708 -0.3 0.1 0.1 0.000
C -1.4991 -2.3314 -1.3380 0.2 0.0 0.0 0.094
C -3.4228 -0.5672 -2.6748 0.0 0.1 -0.1 0.001
C -1.0874 -4.0586 1.9306 -0.2 -0.3 0.1 -0.077
C 3.6029 -2.3037 -3.1511 0.0 0.0 0.0 0.000
C -1.3183 -3.6948 4.4962 1.1 0.3 0.4 -0.030
C -2.9642 -2.7368 -1.4269 0.0 -0.2 -0.1 0.016
C 3.8898 -1.8893 -1.7016 -0.1 0.0 0.1 0.000
C -1.4258 -0.8060 -1.1510 0.4 0.6 0.0 -0.019
C 1.6103 3.7723 -0.7991 -0.3 0.0 0.2 -0.001
C 1.4534 -1.2831 -1.4308 -0.4 0.2 0.1 0.011
H -1.8889 -1.6071 4.5373 0.2 -0.1 -0.1 -0.011
H -1.9300 -2.1489 1.0994 0.1 -0.2 -0.1 0.113
H -1.4904 -4.6199 1.0703 -0.2 0.1 0.3 -0.004
H 3.0810 0.1101 -1.7070 0.0 -0.2 0.1 0.000
H 0.5854 6.6579 2.9784 -0.1 -0.1 -0.1 0.000
H -2.1111 -3.7395 5.2532 0.1 -0.2 -0.1 0.002
H 0.7231 3.3222 -4.1578 0.0 0.1 0.0 0.000
H -2.0613 1.4934 2.8669 0.1 0.4 -0.4 -0.004
H 1.3585 1.6000 5.3170 -0.3 0.2 -0.1 -0.001
H 0.4743 -1.7180 2.6379 -0.6 -0.6 0.0 0.149
H 0.7242 4.1539 -0.2693 0.1 -0.1 -0.1 0.000
H 0.0240 1.1081 -3.3095 0.2 0.2 0.1 0.000
H -3.7353 -0.1628 -3.6483 -0.1 -0.1 0.2 0.000
H -3.4894 -2.4062 -0.5200 0.0 -0.1 -0.1 0.001
H 0.1826 -1.7113 -3.1699 0.4 0.1 0.1 0.000
H -1.3699 -5.5775 3.4477 0.0 -0.4 0.1 -0.008
H 2.6712 1.9039 -0.9555 -0.3 0.0 0.1 0.000
H -1.0133 -2.6214 -2.2799 -0.2 0.0 0.2 0.001
H -0.4147 -4.1421 4.9572 -0.3 0.2 -0.2 0.003
H 1.7494 2.0550 0.5340 0.0 0.0 -0.3 -0.001
H 1.1729 5.1472 -2.4079 0.1 0.0 0.0 0.000
H -2.0687 -0.5469 -0.2848 0.1 -0.1 -0.4 -0.004
H 3.9015 -1.4838 -3.8180 0.0 0.0 0.0 0.000
H 1.4791 -0.5669 -3.4708 0.0 -0.3 0.1 0.001
H -1.1799 1.0797 1.3621 -0.1 0.0 -0.1 0.000
H 1.5376 2.5080 2.5561 -0.2 0.1 0.1 0.005
H 4.2188 -3.1695 -3.4175 0.0 0.1 0.0 0.000
H -0.2415 2.5055 5.1208 -0.1 0.5 0.3 0.001
H -3.0834 -2.5014 -3.5581 0.0 0.0 0.0 -0.001
H 1.8502 -3.5434 -2.8695 0.0 0.1 -0.1 0.000
H 1.7459 1.3846 -3.0068 -0.2 0.1 0.1 0.000
H -0.3947 2.0547 -0.9166 0.3 0.0 -0.1 0.001
H -0.4817 3.4793 -2.8766 0.2 -0.1 0.0 0.000
H -4.6448 -2.3584 -2.7520 0.2 0.1 0.0 0.000
H -2.7790 -4.5690 3.1970 -0.1 0.0 -0.2 -0.004
H -4.0808 -0.1281 -1.9174 0.0 -0.1 0.0 0.000
H 2.5086 4.0522 -2.7380 -0.2 0.0 0.0 0.000
H 1.2999 -2.2550 -0.9208 0.1 0.2 -0.2 -0.019
H 4.9070 -1.4898 -1.6237 0.0 -0.1 0.0 0.000
H -1.3606 -0.3552 -3.2628 -0.2 0.1 0.3 0.000
H -1.9658 0.9841 -2.2718 0.0 -0.2 0.0 0.000
H -0.0152 -4.2796 1.9618 0.2 -0.1 0.0 0.018
H 2.4751 4.2829 -0.3582 -0.1 0.0 -0.1 0.000
H -0.9717 -2.8607 -0.5379 -0.2 0.1 -0.1 -0.051
H -1.7237 6.1988 2.0781 0.1 -0.2 0.0 0.000
H -3.0540 -3.8325 -1.4742 0.0 0.2 0.0 -0.002
H 3.0709 -0.6476 -0.1084 -0.1 0.0 -0.2 0.002
H 2.2249 4.7774 3.1244 -0.6 0.0 -0.3 0.000
H -0.1602 -1.8981 4.9071 -0.3 0.0 -0.2 0.015
H 3.8367 -2.7715 -1.0510 0.0 0.0 -0.1 0.000
H 1.9497 -2.8051 -4.4737 0.2 -0.1 0.1 0.000
```
Forces are in eV/Å.

The value obtained for the orbital gap (spin up / spin down) is 5.64 / 5.73 eV. As for the expectation value of S²: 0.75. Its largest force on an atom is 8.42 eV/Å. The multiplicity is 2. The value obtained for the total energy is -91457.58204 eV. The charge is -1.



2.
Here is a molecular structure, C32H51Cl2PTm from OMol25. Energies are from wB97M-V/def2-TZVPD.

The geometry in XYZ format:
```
87
Properties=species:S:1:pos:R:3:forces:R:3:mulliken_spin:R:1
Tm -0.4276 0.0460 1.4121 0.8 -0.9 1.6 2.027
Cl 1.9342 3.1046 2.9250 0.0 0.1 -0.2 0.000
Cl -2.8036 0.3050 1.6177 -2.5 0.8 -0.4 -0.002
P -0.3573 0.1924 -1.1384 0.3 -0.6 0.7 -0.020
C 1.9649 -1.9760 -3.7899 0.0 0.1 -0.1 0.000
C 2.5707 1.8205 5.2034 0.0 -0.3 0.2 0.000
C -1.9185 -0.5302 -1.8076 0.0 0.5 -0.2 -0.004
C -3.6695 -0.2192 -3.5650 0.0 0.0 -0.1 0.000
C -0.3295 2.0068 -1.4548 -0.1 -0.5 -1.1 0.004
C -3.8615 -1.7378 -3.6532 0.0 0.0 0.1 0.000
C -2.0320 -2.0618 -1.9214 0.0 -0.1 0.0 0.000
C 3.3655 -1.4167 -3.5178 -0.1 0.0 0.1 0.000
C 1.9202 0.1723 1.8428 1.5 0.4 0.9 0.005
C 2.5413 -0.7365 4.0862 0.1 0.4 0.6 0.000
C 2.8562 -0.5702 5.4314 -0.2 0.0 -0.5 -0.001
C 0.0797 2.3667 -2.8804 -0.1 0.8 -0.3 0.000
C -2.0745 -0.9251 4.5750 -0.4 -0.5 0.1 0.000
C -1.1778 1.3860 4.1189 0.5 -0.9 0.1 0.002
C 2.2568 1.6729 3.8570 0.3 -1.4 0.9 0.002
C 3.5382 -1.0722 -2.0340 -0.1 0.1 -0.1 0.000
C -1.6134 -2.9209 3.0193 0.2 -0.4 0.5 0.000
C -0.2524 -2.7687 2.2731 -0.3 -1.6 0.7 0.006
C -1.6136 -2.3894 4.4641 -0.5 0.0 0.1 0.000
C -1.0405 0.0471 4.1037 0.3 1.0 0.4 -0.006
C 2.2235 0.3736 3.2574 0.4 0.3 -0.6 -0.004
C 1.0559 -0.7433 -1.8085 0.0 0.0 -0.6 0.002
C -0.2353 3.8485 -3.1326 0.2 0.0 -0.1 0.000
C 2.8656 0.7015 5.9965 0.0 0.4 0.0 0.000
C -3.4640 -2.4247 -2.3425 0.1 0.2 -0.1 0.000
C 0.4797 2.8387 -0.4498 0.0 0.0 0.1 -0.001
C 0.2110 4.3391 -0.6870 0.0 -0.2 0.0 0.000
C -2.2437 0.1341 -3.1361 -0.8 -0.1 -0.5 0.000
C 0.5105 4.7440 -2.1344 0.0 -0.1 0.0 0.000
C -0.3047 -2.0217 1.0575 -0.1 2.3 -2.8 -0.012
C 0.8813 -1.0093 -3.2949 0.5 -0.3 -0.6 0.000
C 2.4342 -0.1260 -1.5350 0.1 0.0 0.1 0.002
H -2.1413 1.2224 -3.0624 -0.2 -0.3 0.0 0.000
H 2.3786 -0.7666 1.4828 -0.5 0.4 0.1 0.000
H -0.4292 1.7418 -3.6242 0.3 0.2 0.2 0.000
H 0.0339 4.1148 -4.1610 0.0 0.1 0.1 0.000
H 1.8492 -2.9408 -3.2755 0.0 0.1 0.0 0.000
H -2.0929 1.8544 4.4866 0.2 -0.1 -0.2 0.000
H 3.5105 -0.5081 -4.1188 0.0 -0.1 0.0 0.000
H 1.8270 -2.1658 -4.8609 0.1 0.0 0.1 0.000
H 0.5091 -2.3920 2.9749 0.0 -0.1 0.5 -0.002
H 3.5046 -1.9988 -1.4441 0.0 0.1 0.0 0.000
H 4.5184 -0.6155 -1.8589 -0.1 -0.1 0.0 0.000
H 2.5768 0.0778 -0.4690 -0.1 -0.2 -0.3 -0.001
H -0.0961 -0.4025 3.7376 -0.3 0.3 0.6 0.005
H -1.7896 -2.5616 -0.9781 0.0 0.3 0.0 0.000
H 0.8081 4.9373 0.0107 -0.1 -0.1 -0.1 0.000
H -3.2406 -2.1327 -4.4695 0.0 0.0 0.1 0.000
H -0.3803 2.0442 3.7676 -0.2 -0.1 0.1 -0.001
H -0.8450 4.5432 -0.4631 0.1 0.0 0.0 0.000
H -1.8516 -3.9928 3.0375 -0.1 0.1 0.1 -0.001
H 3.0968 -1.4394 6.0407 0.0 0.1 -0.1 0.000
H -2.4042 -2.4267 2.4426 0.2 -0.1 0.0 0.000
H -0.1929 -2.4826 0.0861 0.0 -0.9 0.1 0.001
H 3.1114 0.8295 7.0489 -0.1 0.1 -0.2 0.000
H 1.0157 -1.7035 -1.2652 -0.2 0.3 0.0 0.000
H 2.5953 2.8091 5.6542 0.0 -0.1 -0.1 0.000
H -2.3606 -0.7007 5.6157 0.2 0.1 -0.2 0.000
H -3.8936 0.2531 -4.5278 -0.1 0.0 0.0 0.000
H 2.3063 1.0266 1.2795 0.0 0.1 -0.1 -0.001
H 4.1309 -2.1334 -3.8364 0.0 0.1 0.0 0.000
H -4.3737 0.1975 -2.8306 0.1 -0.1 -0.1 0.000
H 0.2490 5.7950 -2.2977 0.0 -0.1 0.0 0.000
H -4.1534 -2.1083 -1.5472 0.1 -0.1 -0.1 0.000
H 1.5906 4.6533 -2.3173 -0.1 0.0 0.0 0.000
H -1.5405 -0.2115 -3.9081 -0.2 0.2 0.1 0.000
H 0.9748 -0.0572 -3.8374 0.0 -0.1 -0.1 0.000
H -3.5571 -3.5120 -2.4369 0.0 0.1 0.0 0.000
H -1.3949 2.2617 -1.3206 0.1 0.0 0.0 0.001
H 2.5106 0.8453 -2.0469 0.1 -0.2 0.0 0.000
H -2.9776 -0.7962 3.9534 0.3 0.0 0.3 0.000
H -2.6765 -0.2110 -1.0695 0.3 -0.1 -0.1 -0.002
H 1.1580 2.2043 -3.0123 -0.1 0.0 0.1 0.000
H 0.0800 -3.7643 1.9594 0.2 -0.4 0.7 0.000
H -0.6122 -2.4863 4.9016 0.0 -0.1 0.0 0.000
H 2.5537 -1.7411 3.6576 -0.1 0.4 0.0 0.001
H -0.1092 -1.4141 -3.5249 0.5 0.1 0.1 0.000
H -1.3187 4.0100 -3.0314 0.1 0.0 0.0 0.000
H -4.9019 -1.9740 -3.9035 0.1 0.0 0.0 0.000
H 0.2353 2.5797 0.5976 0.1 0.1 -0.4 0.001
H 1.5536 2.6378 -0.5849 -0.2 0.0 0.1 0.000
H -2.2880 -3.0126 5.0681 0.1 0.2 0.0 0.000
H -1.3266 -2.4363 -2.6768 -0.2 0.0 0.1 0.000
```
Forces are in eV/Å.

The value obtained for the orbital gap (spin up / spin down) is 3.86 / 3.89 eV. As for the expectation value of S²: 2.00. For the energy above the lowest of the compared OMol25 structures with the same formula, charge and spin, the calculation gives 25.4 kJ/mol. Its largest force on an atom is 3.67 eV/Å. The multiplicity is 3. The value obtained for the total energy is -97873.90894 eV. The charge is -1.